1.
Computed, not measured: a molecular structure, C51H43N5O5S3Tb in a non-equilibrium geometry, with ωB97M-V/def2-TZVPD.

Last column: Mulliken charge in e.
Cartesian coordinates (Å):
H1 -0.63 -7.41 -0.38  0.429
C1 1.90 4.39 -0.14  0.881
H2 -2.58 -1.58 -6.29  0.437
H3 -4.73 -0.97 -0.57  0.445
C2 3.37 -1.44 -1.93  -0.172
H4 1.05 2.65 8.69  0.401
O1 0.67 4.63 -0.08  -0.577
C3 3.17 -1.53 -0.56  0.075
H5 4.76 -1.74 -3.53  0.484
C4 -1.33 -1.74 -2.68  0.559
C5 -3.98 1.92 -3.03  -0.735
H6 4.14 3.17 -0.63  0.818
C6 3.65 3.38 -1.57  -0.200
H7 -0.69 -0.16 -5.58  0.495
C7 0.15 3.81 5.65  -0.426
H8 -3.24 -1.82 2.02  0.355
H9 -2.32 -3.61 0.66  0.267
H10 -2.26 -6.09 0.92  0.498
N1 0.60 -1.17 -1.07  0.276
O2 -0.02 2.69 -1.99  -0.035
S1 1.70 -0.80 0.13  1.872
C8 -4.24 -0.68 3.56  -0.932
C9 4.18 -1.97 0.29  -0.148
C10 -1.62 -4.22 0.11  -0.025
C11 0.39 -3.35 3.65  -0.769
H11 5.41 2.84 -2.70  0.374
C12 -3.36 0.57 -1.17  0.601
H12 -3.69 -3.08 -4.68  0.457
H13 0.89 -3.81 -2.15  0.438
S2 -2.20 0.24 0.15  0.938
O3 -0.66 4.72 -2.68  -0.743
N2 1.92 0.60 0.47  -0.545
H14 0.09 4.65 7.61  0.410
C13 0.21 -4.32 -1.48  -0.638
C14 -3.56 1.56 2.04  -0.957
H15 1.29 0.70 4.88  0.517
C15 1.22 1.54 6.86  -0.747
C16 0.02 -2.01 3.55  -0.645
C17 1.03 1.56 5.49  -0.283
N3 -1.04 1.11 0.25  0.191
C18 0.20 3.91 -2.40  0.096
H16 3.09 5.53 -1.56  0.615
C19 -2.40 -2.53 -3.06  -0.694
H17 2.21 -3.63 0.81  0.601
C20 2.32 2.87 -3.18  -0.373
H18 0.96 -6.28 -1.90  0.477
H19 4.02 -1.99 1.36  0.568
C21 -1.57 -5.59 0.24  -0.736
C22 -0.70 -0.88 -3.57  -0.188
C23 -0.65 -6.33 -0.48  -0.673
H20 -0.60 -1.55 4.32  0.629
C24 5.39 -2.36 -0.26  -0.973
C25 0.24 -5.70 -1.34  -0.759
C26 -4.53 -0.17 -1.27  -0.587
H21 3.50 3.90 -4.69  0.387
C27 1.22 -1.85 1.50  -0.225
H22 0.12 -0.26 -3.22  0.374
C28 2.63 4.54 -1.49  -0.380
C29 0.45 -1.25 2.48  -0.260
C30 5.60 -2.29 -1.63  -0.654
H23 -3.26 2.41 1.45  0.532
N4 -1.89 -1.40 0.02  0.366
C31 -2.23 -1.62 -5.27  -0.699
C32 -3.22 0.28 1.62  0.254
H24 1.64 0.67 7.34  0.416
H25 -5.13 0.71 4.92  0.421
H26 2.57 -1.06 -2.56  0.342
C33 1.18 -3.93 2.67  -1.065
N5 0.17 2.70 2.33  -0.026
C34 -1.16 -0.83 -4.87  -0.911
C35 0.31 2.70 3.47  0.077
C36 3.63 3.12 -3.94  -0.958
C37 -2.85 -2.47 -4.37  -0.849
C38 4.57 3.52 -2.78  -1.048
H27 1.73 4.98 -3.47  0.670
C39 0.89 2.66 7.62  -0.356
H28 3.97 2.22 -4.43  0.327
C40 -5.43 0.14 -2.28  -0.890
H29 -2.15 2.18 -1.90  0.196
H30 -6.35 -0.42 -2.38  0.445
C41 -4.59 0.59 3.98  -0.532
C42 -5.15 1.18 -3.15  -0.516
C43 1.59 -3.19 1.58  0.155
H31 -2.87 -3.19 -2.33  0.510
H32 -3.77 2.74 -3.70  0.555
H33 6.54 -2.60 -2.05  0.424
H34 -4.55 2.70 3.56  0.472
C44 1.70 4.20 -2.71  -0.076
H35 6.18 -2.71 0.39  0.457
H36 -4.50 -1.54 4.15  0.480
H37 1.62 2.20 -3.67  0.581
C45 -0.72 -3.60 -0.75  0.306
C46 -4.26 1.71 3.23  -0.869
H38 -0.27 4.68 5.16  0.506
H39 4.96 4.54 -2.87  0.361
S3 -0.79 -1.83 -0.99  0.397
O4 2.77 2.29 -1.93  -0.190
C47 0.49 2.69 4.88  0.371
Tb1 0.75 2.42 -0.05  -0.145
H40 1.48 -4.97 2.76  0.466
H41 0.06 -3.94 4.49  0.449
C48 4.59 -1.82 -2.46  -0.887
H42 -5.86 1.43 -3.93  0.436
C49 -3.07 1.62 -2.03  -0.233
H43 0.20 -0.20 2.37  0.193
O5 2.49 3.77 0.78  -0.540
C50 0.35 3.79 7.01  -0.610
C51 -3.54 -0.84 2.37  0.346

Values from the calculation:
2S+1 = 7
Max |F| = 3.730 eV Å⁻¹
Molecular weight = 1061.06 g/mol
Total charge = +1
HOMO-LUMO gap (alpha / beta) = 0.304 / 0.304 Ha


2.
Computed, not measured: 2 unconnected molecules or ions with the total composition C5H11N in a non-equilibrium geometry, with ωB97M-V/def2-TZVPD.

Last column: Mulliken charge in e.
Cartesian coordinates (Å):
H1 2.64 -0.49 -4.31  0.229
H2 3.53 -1.46 -0.73  0.248
C1 2.57 -0.94 -0.76  -0.820
C2 2.67 -0.35 -3.18  -0.637
H3 1.93 -1.54 -0.01  0.239
H4 -3.53 2.33 2.55  0.236
H5 -3.17 1.05 3.52  0.203
H6 2.65 0.14 -0.34  0.293
C3 -1.92 -0.18 1.51  -0.913
N1 -2.94 1.62 2.76  -0.451
H7 -3.02 1.34 0.74  0.207
H8 -1.35 -0.82 2.08  0.340
H9 -1.88 -0.38 0.51  0.229
C4 -2.54 1.00 1.65  0.149
H10 1.99 -2.30 -2.35  0.234
C5 2.22 -1.20 -2.21  -0.022
H11 2.82 0.73 -3.04  0.235

Values from the calculation:
Structure (SMILES) = C=CC.C=CN
Max |F| = 3.225 eV Å⁻¹
Molecular weight = 85.15 g/mol
Total charge = 0
HOMO-LUMO gap = 0.341 Ha


3.
Computed, not measured: a molecular structure, C2H8N2O2 in a non-equilibrium geometry, with ωB97M-V/def2-TZVPD.

Last column: Mulliken charge in e.
Cartesian coordinates (Å):
H1 -0.35 -0.20 2.02  0.313
H2 0.81 1.48 0.20  0.329
H3 1.32 -0.16 -1.41  0.281
H4 2.28 -1.02 -0.19  0.280
H5 -2.17 -0.54 -1.58  0.321
C1 -1.65 0.26 0.09  0.338
O1 -2.16 -0.81 -0.65  -0.481
H6 -2.36 0.50 0.90  0.265
H7 2.77 0.61 -0.74  0.312
N1 -0.15 -0.49 1.06  -0.545
O2 -1.17 1.25 -0.54  -0.693
H8 -0.27 -1.45 0.75  0.298
N2 1.19 0.61 0.57  -0.314
C2 1.91 -0.04 -0.50  -0.703

Values from the calculation:
Max |F| = 4.372 eV Å⁻¹
Molecular weight = 92.10 g/mol
Total charge = 0
HOMO-LUMO gap = 0.354 Ha


4.
Computed, not measured: C2H2N2OSi in the gas phase in a non-equilibrium geometry, with ωB97M-V/def2-TZVPD.

Last column: Mulliken charge in e.
Cartesian coordinates (Å):
Si1 -0.60 -0.03 0.31  0.337
N1 2.77 1.77 0.02  -0.300
C1 1.87 1.09 -0.12  0.283
H1 -1.46 1.19 0.45  -0.070
N2 -1.53 -2.41 -1.23  -0.362
C2 -1.17 -1.44 -0.73  0.249
O1 0.81 -0.04 -0.44  -0.065
H2 -0.68 -0.12 1.76  -0.073

Values from the calculation:
Structure (SMILES) = N#CO[SiH2]C#N
Max |F| = 8.447 eV Å⁻¹
Molecular weight = 98.14 g/mol
Total charge = 0
HOMO-LUMO gap = 0.408 Ha


5.
Computed, not measured: a molecular structure, C8H26AlCl5F2K2NOPSSi2 in a non-equilibrium geometry, with ωB97M-V/def2-TZVPD.

Last column: Mulliken charge in e.
Cartesian coordinates (Å):
H1 4.82 5.00 0.64  0.348
H2 -1.20 2.51 -4.23  0.542
Cl1 4.14 2.84 -0.09  -0.031
Cl2 3.05 0.19 -2.09  -0.481
H3 -4.17 -2.40 5.12  0.255
S1 2.44 2.41 -4.98  -0.173
O1 -2.22 2.52 -4.06  -0.182
H4 -4.97 -2.47 0.91  0.316
H5 4.23 2.84 -2.79  0.097
H6 -0.28 -4.14 0.95  0.272
F1 -0.94 1.48 -3.26  -0.382
H7 3.09 3.55 -5.39  0.076
K1 3.28 -2.01 -2.24  0.800
Cl3 6.47 4.39 -0.87  -0.114
Cl4 8.02 6.71 -0.66  -0.391
N1 -2.14 -2.31 2.72  -0.180
H8 0.72 3.13 -2.55  0.230
F2 -0.04 2.88 -5.27  -0.749
P1 2.93 2.31 -2.91  0.327
H9 -0.15 -3.14 -0.51  0.184
H10 1.58 3.17 -1.00  0.339
Cl5 9.22 4.12 -0.45  -0.387
K2 3.85 4.13 2.55  0.972
C1 -3.39 -4.97 2.17  -1.039
H11 -1.89 -0.48 -0.71  0.186
H12 -5.11 -1.35 2.27  0.261
Si1 -3.57 -3.22 2.85  0.189
H13 0.85 -1.47 2.25  0.252
H14 -2.92 -0.05 0.66  0.249
H15 0.67 -0.64 0.69  0.083
H16 -3.29 -1.48 -0.32  0.279
H17 -4.25 -5.59 2.47  0.355
H18 -1.66 -3.99 -0.15  0.310
H19 1.89 4.39 -2.30  0.336
C2 -2.48 -0.89 0.12  -0.813
C3 1.67 3.35 -2.06  -0.714
C4 0.16 -0.90 1.63  -0.836
C5 -4.01 -3.38 4.67  -1.013
H20 5.89 3.70 1.27  0.391
H21 -5.98 -2.89 2.30  0.354
C6 -0.82 -3.46 0.30  -0.931
H22 -0.11 0.02 2.15  0.222
H23 -3.21 -3.89 5.22  0.254
Al1 1.66 4.26 -6.81  0.553
C7 -5.04 -2.40 2.00  -1.040
H24 -3.36 -4.98 1.07  0.311
Si2 -1.40 -1.93 1.26  0.200
H25 -2.49 -5.45 2.55  0.258
H26 -4.93 -3.96 4.79  0.277
C8 5.34 4.07 0.39  -0.621

Values from the calculation:
Max |F| = 6.583 eV Å⁻¹
Molecular weight = 591.95 g/mol
Total charge = 0
HOMO-LUMO gap = 0.046 Ha


6.
Computed, not measured: C4H8OS in the gas phase in a non-equilibrium geometry, with ωB97M-V/def2-TZVPD.

Last column: Mulliken charge in e.
Cartesian coordinates (Å):
C1 0.08 -0.51 -0.70  0.821
H1 0.02 0.22 1.67  0.199
H2 -0.64 1.41 0.18  0.310
H3 -0.39 -1.48 2.34  0.294
H4 -0.23 -0.56 -2.84  0.270
C2 -0.27 -1.15 -1.92  -1.036
S1 1.70 1.66 0.71  -0.220
H5 -0.27 -2.10 -1.80  0.431
H6 -1.64 -0.68 1.25  0.242
O1 0.41 -1.49 0.33  -0.382
C3 0.28 0.98 -0.50  -0.946
H7 1.06 2.87 1.10  0.164
C4 -0.46 -0.84 1.50  -0.549
H8 0.36 1.66 -1.31  0.402

Values from the calculation:
Structure (SMILES) = C=C(CS)OC
Max |F| = 9.192 eV Å⁻¹
Molecular weight = 104.17 g/mol
Total charge = 0
HOMO-LUMO gap = 0.348 Ha


7.
Computed, not measured: 6 unconnected molecules or ions with the total composition C3H15NO4 in a non-equilibrium geometry, with ωB97M-V/def2-TZVPD.

Last column: Mulliken charge in e.
Cartesian coordinates (Å):
O1 1.48 -2.26 -0.41  -1.015
C1 -0.03 1.58 0.27  -0.135
H1 0.30 -2.19 0.36  0.400
O2 2.18 0.10 0.40  -0.718
C2 -1.00 2.49 -0.16  -0.257
H2 -1.05 -0.38 -1.68  0.281
O3 -2.38 -0.14 -0.24  -0.687
H3 1.90 -3.10 -0.21  0.143
N1 -0.09 -0.12 -1.85  -0.618
H4 -1.02 -2.81 1.04  0.242
H5 0.73 1.27 -0.46  0.382
H6 0.56 -0.83 -1.52  0.265
H7 -1.74 2.90 0.53  0.347
H8 -0.01 -0.04 -2.87  0.187
H9 -1.99 0.72 -0.12  0.301
H10 -0.73 2.95 -1.14  0.262
O4 -0.64 -1.95 0.84  -0.705
H11 2.01 -0.85 0.09  0.395
H12 -0.62 1.44 2.30  0.262
H13 0.99 0.58 1.80  0.321
H14 2.87 0.18 1.05  0.245
C3 0.11 1.09 1.54  -0.270
H15 -1.81 -0.63 0.43  0.371

Values from the calculation:
Max |F| = 2.992 eV Å⁻¹
Molecular weight = 129.16 g/mol
Total charge = 0
HOMO-LUMO gap = 0.181 Ha


8.
Computed, not measured: 2 unconnected molecules or ions with the total composition C3H6ClOP in a non-equilibrium geometry, with ωB97M-V/def2-TZVPD.

Last column: Mulliken charge in e.
Cartesian coordinates (Å):
C1 1.53 -0.24 0.60  -0.947
Cl1 -1.51 0.14 -2.65  -0.098
P1 -2.26 -1.31 -1.47  0.420
C2 -0.20 1.40 0.99  -0.781
C3 0.05 0.15 0.64  0.160
H1 -0.65 -0.53 0.32  0.307
H2 0.72 1.96 1.00  0.125
H3 1.65 -1.04 1.36  0.243
O1 -2.07 -2.49 -2.29  -0.289
H4 -1.08 1.95 1.08  0.313
H5 1.71 -0.65 -0.40  0.237
H6 2.11 0.67 0.83  0.310

Values from the calculation:
2S+1 = 3
Max |F| = 4.586 eV Å⁻¹
Molecular weight = 124.51 g/mol
Total charge = 0
HOMO-LUMO gap (alpha / beta) = 0.313 / 0.210 Ha


Among the records above, which one has the highest max |F|?
C4H8OS


What is the total charge in the sixth record?
0


Among the records above, which one has the highest max |F|?
C4H8OS